Entry from OMol25: a single C4H3N molecule (ωB97M-V/def2-TZVPD).

The geometry in XYZ format:
```
8
Properties=species:S:1:pos:R:3:forces:R:3:nbo_charge:R:1
C 1.747441 -0.875383 -0.032561 -1.084 1.608 0.160 -0.2094
C 0.889204 -0.006507 -0.109125 0.013 -1.632 0.280 -0.0238
C -0.436726 0.761542 0.015773 2.439 0.387 -1.460 -0.5732
C -1.548113 -0.218926 -0.011930 -2.696 -1.615 0.679 0.2852
N -2.450413 -0.982252 -0.027127 3.118 2.584 -0.033 -0.2918
H 2.551981 -1.576272 0.155676 -0.493 0.469 -0.349 0.2501
H -0.536448 1.464450 -0.877237 -0.007 -0.959 1.077 0.2753
H -0.216925 1.433347 0.886531 -1.290 -0.842 -0.354 0.2875
```
Positions in Å, forces in eV/Å.

Computed properties:
highest occupied orbital energy	-0.3929	Ha
total energy	-5683.683	eV
SMILES	C#CCC#N
HOMO-LUMO gap	0.4185	Eh

***

Entry from OMol25: a single C4H3N molecule (ωB97M-V/def2-TZVPD).

The geometry in XYZ format:
```
8
Properties=species:S:1:pos:R:3:forces:R:3:nbo_charge:R:1
C 0.689198 0.813881 -0.382337 0.012 -0.322 0.100 -0.1543
C 0.493904 -0.434446 -0.027092 -0.295 0.066 -0.062 0.1025
C -0.183474 -1.520467 0.205474 0.162 0.080 0.006 -0.4181
C -1.658800 1.505874 -0.975790 1.070 0.435 0.034 0.3078
N -0.498713 1.442065 -0.770108 -1.185 0.156 -0.236 -0.5409
H 1.608423 1.384543 -0.408790 -0.139 -0.159 0.023 0.2392
H -0.656019 -1.671776 1.172008 0.203 -0.166 -0.044 0.2319
H -0.372268 -2.231722 -0.593575 0.171 -0.089 0.180 0.2319
```
Positions in Å, forces in eV/Å.

Computed properties:
highest occupied orbital energy	-0.3670	Ha
total energy	-5683.028	eV
HOMO-LUMO gap	0.3875	Eh

***

Entry from OMol25: a single C4H3N molecule (ωB97M-V/def2-TZVPD).

The geometry in XYZ format:
```
8
Properties=species:S:1:pos:R:3:forces:R:3:nbo_charge:R:1
C -1.515583 -1.320421 0.434580 -1.623 -0.525 0.110 -0.1867
C -0.579570 -0.664701 0.119671 1.729 1.176 -0.253 -0.0205
C 0.682183 0.046353 -0.197737 0.421 -0.859 -0.970 -0.5808
C 0.694264 1.490441 -0.197045 -0.741 4.444 1.461 0.2846
N 0.708094 2.658312 -0.039942 0.060 -3.541 -0.792 -0.2978
H -2.463763 -1.791798 0.619702 0.499 0.020 0.051 0.2437
H 0.996215 -0.170647 -1.249287 -0.069 -0.528 0.848 0.2765
H 1.478161 -0.247540 0.510058 -0.278 -0.187 -0.456 0.2810
```
Positions in Å, forces in eV/Å.

Computed properties:
highest occupied orbital energy	-0.4009	Ha
total energy	-5683.981	eV
SMILES	C#CCC#N
HOMO-LUMO gap	0.4259	Eh

***

Entry from OMol25: a molecular structure, C4H3N (ωB97M-V/def2-TZVPD).

The geometry in XYZ format:
```
8
Properties=species:S:1:pos:R:3:forces:R:3:nbo_charge:R:1
C -0.390994 0.932357 1.734394 -0.175 -0.804 0.422 -0.2932
C -0.370081 -0.202331 1.322978 -0.124 0.723 0.636 0.1327
C 0.405153 -0.388065 -1.621454 -0.180 0.486 0.808 -0.6197
C 0.061606 -0.986019 -0.512877 0.042 -0.198 -0.227 0.4791
N -0.278343 -1.389659 0.618727 0.319 0.904 -0.859 -0.4538
H -0.461235 1.855959 2.266276 0.041 -0.139 -0.188 0.2431
H 1.413549 0.017614 -1.669498 -0.024 -0.487 -0.305 0.2559
H -0.379655 0.160144 -2.138546 0.101 -0.485 -0.287 0.2559
```
Positions in Å, forces in eV/Å.

Computed properties:
highest occupied orbital energy	-0.3659	Ha
total energy	-5682.252	eV
HOMO-LUMO gap	0.3968	Eh

***

Entry from OMol25: a gas-phase ion, C4H3N2 (charge +1) (ωB97M-V/def2-TZVPD).

The geometry in XYZ format:
```
9
Properties=species:S:1:pos:R:3:forces:R:3:nbo_charge:R:1
C -1.012807 -1.994760 0.363775 0.751 0.788 -0.938 0.1395
N -0.642557 -0.962014 -0.221515 -0.364 0.301 0.371 -0.2691
C -0.206771 0.143177 -0.300273 2.732 3.977 -0.880 0.5176
C 0.440247 1.303799 -0.601255 -1.193 -2.273 2.738 -0.2287
C 1.317307 2.045022 0.283915 -0.326 -0.947 -1.033 0.1883
N 2.172540 2.615454 0.796701 -0.178 0.057 0.234 -0.1057
H -1.502118 -2.709274 -0.142098 -2.234 -2.359 -1.757 0.2287
H -0.611760 -2.201329 1.269880 1.033 -0.488 3.012 0.2273
H 0.045920 1.759925 -1.449131 -0.220 0.945 -1.746 0.3021
```
Positions in Å, forces in eV/Å.

Computed properties:
charge	+1
highest occupied orbital energy (alpha / beta)	-0.5797 / -0.5797	Ha
total energy	-7165.083	eV
SMILES	C=[N+]=C=CC#N
HOMO-LUMO gap (alpha / beta)	0.3079 / 0.3079	Eh

***

Entry from OMol25: a single C4H3N3 molecule (ωB97M-V/def2-TZVPD).

The geometry in XYZ format:
```
10
Properties=species:S:1:pos:R:3:forces:R:3:nbo_charge:R:1
C 0.339777 1.060838 0.274933 -0.335 -1.069 -0.178 -0.3736
C 0.292086 -0.002238 1.147053 -0.418 -0.423 -3.894 0.0581
C 0.151907 0.661405 -1.065124 0.706 -3.733 -0.430 0.2251
C 0.072013 -0.956409 -0.900901 0.752 1.231 -0.521 0.1005
N -0.706623 0.643100 -2.165960 0.512 1.610 0.395 -0.2329
N -1.068294 -0.364492 -1.415770 -2.330 -0.924 -0.671 -0.0761
N 0.068800 -1.211349 0.453010 0.443 2.138 3.152 -0.5768
H 0.655777 2.009990 0.484553 0.380 2.290 0.980 0.2322
H 0.450190 0.127492 2.161951 0.128 -0.461 1.874 0.2166
H -0.255633 -1.968336 1.026254 0.164 -0.658 -0.708 0.4270
```
Positions in Å, forces in eV/Å.

Computed properties:
highest occupied orbital energy (alpha / beta)	-0.3082 / -0.3083	Ha
total energy	-8660.191	eV
HOMO-LUMO gap (alpha / beta)	0.3167 / 0.3167	Eh

***

Entry from OMol25: a single C4H3N3 molecule (ωB97M-V/def2-TZVPD).

The geometry in XYZ format:
```
10
Properties=species:S:1:pos:R:3:forces:R:3:nbo_charge:R:1
N 2.896301 0.422697 0.394608 0.497 -1.608 -0.187 -0.2670
C 2.144001 -0.438706 0.189071 0.184 0.873 0.106 0.2329
C 0.723160 -0.617610 -0.035973 -0.325 0.386 -0.009 0.2208
N -0.233269 -1.492211 0.117319 0.091 0.445 0.203 -0.3882
C -1.399589 -0.725453 0.104253 0.076 -0.203 0.085 -0.0922
C -1.113873 0.612094 -0.028597 0.026 -0.291 -0.263 -0.0805
N 0.244299 0.660264 -0.166503 -0.483 0.035 -0.325 -0.5065
H -2.363209 -1.216370 0.166837 0.211 0.183 0.244 0.2207
H -1.638763 1.558225 0.087092 -0.301 -0.603 -0.451 0.2325
H 0.740938 1.237072 -0.828108 0.024 0.782 0.598 0.4276
```
Positions in Å, forces in eV/Å.

Computed properties:
highest occupied orbital energy	-0.3502	Ha
total energy	-8665.108	eV
SMILES	N#Cc1ncc[nH]1
HOMO-LUMO gap	0.3682	Eh

***

Entry from OMol25: a single C4H3N3 molecule (ωB97M-V/def2-TZVPD).

The geometry in XYZ format:
```
10
Properties=species:S:1:pos:R:3:forces:R:3:nbo_charge:R:1
C 2.212679 0.056709 -0.128902 -0.300 -0.091 0.419 -0.0855
C 1.450254 -0.351629 0.719512 0.247 0.376 -0.712 -0.0991
C 0.033220 -0.135440 0.551890 -0.531 0.055 -0.039 0.0500
C -0.492984 0.980966 -0.066304 -0.219 0.045 0.351 -0.1248
N -1.675862 0.648747 -0.624272 -0.179 -0.063 0.353 -0.2299
N -1.930181 -0.597780 -0.366850 -0.163 0.031 0.152 -0.0663
N -0.909261 -1.075181 0.360383 -0.135 -0.092 0.047 -0.3291
H 2.324193 0.518675 -1.082552 1.302 -0.104 -0.113 0.2460
H -0.071357 1.977568 -0.066290 -0.103 -0.197 -0.281 0.2178
H -0.940704 -2.022636 0.703386 0.081 0.040 -0.178 0.4209
```
Positions in Å, forces in eV/Å.

Computed properties:
highest occupied orbital energy	-0.3379	Ha
total energy	-8661.939	eV
SMILES	C#Cc1cnn[nH]1
HOMO-LUMO gap	0.3219	Eh

***

Entry from OMol25: a single C4H3NO molecule (ωB97M-V/def2-TZVPD).

The geometry in XYZ format:
```
9
Properties=species:S:1:pos:R:3:forces:R:3:nbo_charge:R:1
C -0.595167 0.333385 2.011433 0.035 0.049 -0.376 -0.1613
C -0.519630 0.244425 0.814073 0.097 0.139 0.471 -0.0639
C -0.337825 0.130600 -0.652421 -0.547 -0.309 0.277 -0.0589
O -0.394344 -1.203717 -1.113918 -0.115 -0.463 0.215 -0.6561
C 1.017464 0.533941 -1.016123 1.692 0.210 0.241 0.2482
N 2.163865 0.450694 -1.135995 -0.863 0.550 -0.180 -0.2829
H -0.644472 0.438459 3.079661 -0.039 -0.090 -0.414 0.2453
H -1.132966 0.682581 -1.159494 0.244 0.021 -0.057 0.2476
H 0.443074 -1.610367 -0.827217 -0.505 -0.105 -0.176 0.4820
```
Positions in Å, forces in eV/Å.

Computed properties:
highest occupied orbital energy	-0.4073	Ha
total energy	-7730.994	eV
SMILES	C#C[C@H](O)C#N
HOMO-LUMO gap	0.4337	Eh

***

Entry from OMol25: a single C4H3NO molecule (ωB97M-V/def2-TZVPD).

The geometry in XYZ format:
```
9
Properties=species:S:1:pos:R:3:forces:R:3:nbo_charge:R:1
C 1.952270 -1.003829 0.529356 1.942 -0.475 -0.430 -0.4258
C 2.384984 0.075886 -0.069086 0.519 0.997 1.024 0.6347
C -0.378051 -0.446883 0.138778 1.611 -2.367 0.779 0.3915
C -1.598935 0.183151 -0.111551 -1.052 1.630 1.501 -0.7142
N 0.644066 -0.934224 0.385029 -2.221 1.605 -0.659 -0.1739
O 2.674145 1.168791 -0.390866 0.260 -0.932 -0.363 -0.5092
H -2.245810 -0.412081 -0.682472 -0.862 -0.851 -1.139 0.2538
H -1.288709 1.089676 -0.707115 -1.032 -0.384 1.002 0.2773
H -2.143958 0.279514 0.907923 0.835 0.777 -1.713 0.2658
```
Positions in Å, forces in eV/Å.

Computed properties:
highest occupied orbital energy	-0.2962	Ha
total energy	-7729.509	eV
HOMO-LUMO gap	0.3088	Eh

***

Entry from OMol25: a single C4H3NO molecule (ωB97M-V/def2-TZVPD).

The geometry in XYZ format:
```
9
Properties=species:S:1:pos:R:3:forces:R:3:nbo_charge:R:1
N -2.581890 -0.953210 0.116394 3.818 2.316 -1.271 -0.2712
C -1.609825 -0.295021 -0.109985 -4.238 -1.912 1.868 0.2386
C -0.681845 0.802930 -0.057052 3.649 -3.318 -0.526 -0.2045
C 0.710022 0.572951 0.015626 -3.970 1.738 -0.496 -0.2632
C 1.275029 -0.784243 0.055473 -0.943 -0.652 0.791 0.3638
O 0.424287 -1.643267 -0.178132 2.826 -0.043 0.405 -0.4779
H -1.158329 1.720129 -0.227868 -0.082 1.448 0.097 0.2424
H 1.212536 1.497959 -0.060567 1.335 0.558 0.254 0.2182
H 2.410019 -0.918227 0.446115 -2.396 -0.134 -1.121 0.1538
```
Positions in Å, forces in eV/Å.

Computed properties:
highest occupied orbital energy	-0.3815	Ha
total energy	-7731.536	eV
SMILES	N#C/C=C\C=O
HOMO-LUMO gap	0.3342	Eh

***

Entry from OMol25: a single C4H3NO2 molecule (ωB97M-V/def2-TZVPD).

The geometry in XYZ format:
```
10
Properties=species:S:1:pos:R:3:forces:R:3:nbo_charge:R:1
H -2.105878 -1.665135 -0.802020 -0.002 0.037 -0.002 0.3594
N -1.996172 -0.652769 -0.735923 0.375 -0.030 0.137 -0.6089
C -0.850371 -0.349119 -0.315252 -0.314 0.111 -0.108 0.4989
C -0.332048 1.015396 -0.091682 0.180 0.003 0.062 -0.1985
C 0.918080 0.914889 0.355044 -0.133 0.027 -0.046 -0.2828
C 1.260162 -0.531908 0.438763 0.396 -0.135 0.137 0.7446
O 2.267868 -1.070559 0.785752 -0.493 0.251 -0.169 -0.5103
O 0.146031 -1.244808 0.019354 0.011 -0.004 0.003 -0.4936
H -0.931363 1.896097 -0.283546 0.102 -0.130 0.034 0.2459
H 1.622081 1.689989 0.629118 -0.122 -0.130 -0.047 0.2453
```
Positions in Å, forces in eV/Å.

Computed properties:
highest occupied orbital energy	-0.3966	Ha
total energy	-9781.255	eV
SMILES	[H]/N=C1/C=CC(=O)O1
HOMO-LUMO gap	0.3729	Eh

***

Values for largest force on an atom, eV Å⁻¹, ordered as above
4.05 1.22 4.74 1.29 4.90 3.94 1.69 1.31 1.72 2.97 5.01 0.58
Values for energy relative to the best compared isomer or geometry (same formula, charge and spin), eV, ordered as above
0.8252 1.4800 0.5264 2.2555 0.2096 6.2199 1.3031 4.4715 1.7496 3.2349 1.2082 0.4321